(1)
DFT (ωB97M-V/def2-TZVPD) results for a molecular structure, C26H33CdN5O4S.

Last column: natural (NBO) charge in e.
CARTESIAN COORDINATES (ANGSTROEM)
Cd: -1.0770 -0.9996 -0.2423  1.65
O: 2.5967 -3.5776 1.7288  -0.67
C: 1.4571 -3.0765 1.2457  0.79
O: 0.7859 -2.2828 1.8479  -0.61
C: 1.1206 -3.6205 -0.1090  0.04
C: 1.8014 -4.6998 -0.6237  -0.20
C: 1.4453 -5.1663 -1.8859  -0.16
C: 0.4460 -4.5212 -2.5755  -0.18
C: -0.1815 -3.4192 -1.9935  0.13
N: 0.1403 -2.9917 -0.7750  -0.51
C: -1.2489 -2.6591 -2.8035  0.74
O: -1.5330 -3.1599 -3.8827  -0.65
O: -1.6880 -1.5932 -2.2719  -0.84
H: 2.7500 -3.1545 2.5866  0.51
H: 2.5910 -5.1618 -0.0484  0.24
H: 1.9569 -6.0168 -2.3187  0.23
H: 0.1232 -4.8152 -3.5641  0.27
N: -1.9371 -2.2704 1.8920  -0.67
N: -3.2610 -2.1228 2.2835  -0.46
C: -4.2304 -1.7385 1.4038  0.27
N: -5.4718 -1.7852 1.9221  -0.79
S: -3.9502 -1.2406 -0.1534  -0.20
H: -1.6974 -3.2450 1.7588  0.37
H: -1.3165 -1.8533 2.5705  0.40
H: -3.5404 -2.5435 3.1534  0.37
H: -5.6681 -2.1439 2.8399  0.39
H: -6.2322 -1.4908 1.3376  0.42
C: -3.8898 1.4768 3.2055  -0.63
C: -2.7740 2.1210 2.4196  0.01
C: -2.5968 3.5010 2.4331  -0.30
C: -1.5692 4.0501 1.6809  0.01
C: -1.3407 5.5440 1.6795  -0.63
C: -0.7385 3.2453 0.9046  -0.28
C: -0.8982 1.8409 0.8242  0.19
C: -1.9326 1.3368 1.6562  -0.26
N: -0.1990 0.9371 0.0461  -0.90
C: 1.0764 1.1087 -0.6803  0.14
C: 2.1102 0.1564 -0.0439  -0.40
C: 3.4285 0.1198 -0.8212  -0.23
C: 3.1568 -0.3303 -2.2611  -0.40
C: 2.1936 0.6562 -2.9302  -0.23
C: 2.8028 2.0588 -2.9292  -0.40
C: 3.0492 2.4899 -1.4820  -0.20
C: 4.0386 1.5229 -0.8273  -0.40
C: 1.7221 2.5048 -0.7055  -0.42
C: 0.8761 0.6809 -2.1492  -0.41
H: -4.2636 2.1460 3.9812  0.21
H: -3.5529 0.5518 3.6798  0.20
H: -4.7238 1.2234 2.5441  0.21
H: -3.2538 4.1366 3.0186  0.20
H: -2.0884 6.0568 2.2852  0.21
H: -1.3921 5.9451 0.6650  0.21
H: -0.3542 5.7900 2.0797  0.21
H: 0.0205 3.7544 0.3426  0.20
H: -2.0848 0.2666 1.6927  0.15
H: 1.6740 -0.8464 -0.0081  0.18
H: 2.2789 0.4750 0.9899  0.21
H: 4.1179 -0.5818 -0.3410  0.20
H: 2.7125 -1.3337 -2.2603  0.20
H: 4.0956 -0.3867 -2.8229  0.20
H: 1.9975 0.3370 -3.9572  0.21
H: 2.1184 2.7594 -3.4178  0.21
H: 3.7422 2.0688 -3.4916  0.20
H: 3.4633 3.5011 -1.4671  0.21
H: 4.2591 1.8424 0.1967  0.20
H: 4.9820 1.5210 -1.3827  0.20
H: 1.0491 3.2163 -1.1862  0.21
H: 1.9160 2.8400 0.3159  0.21
H: 0.4311 -0.3171 -2.1850  0.20
H: 0.1591 1.3623 -2.6145  0.22

Summary:
LUMO energy: -0.55 eV
2S+1: 1
HOMO: -6.315 eV
Gap between HOMO and LUMO: 5.763 eV

(2)
DFT (ωB97M-V/def2-TZVPD) results for a molecular structure, C4H3O2Sr.

Last column: Löwdin spin population.
CARTESIAN COORDINATES (ANGSTROEM)
C: 1.3141 1.7357 0.5123  0.27
C: 0.4741 0.8464 0.3999  0.10
C: -0.5343 -0.0617 0.2143  0.21
C: -0.5670 -0.9774 -0.8494  0.15
H: -1.0082 -0.8106 1.0405  0.00
H: -0.3027 -0.6735 -1.8698  0.00
O: 2.1052 2.7279 0.5803  0.08
H: 3.0242 2.4817 0.7797  0.01
O: -1.1844 -2.0512 -0.4897  0.16
Sr: -3.3210 -3.2174 -0.3182  0.01

Summary:
LUMO energy (spin up / spin down): -9.37 / -9.38 eV
2S+1: 2
HOMO (spin up / spin down): -15.682 / -16.111 eV
Charge: +2
Gap between HOMO and LUMO (spin up / spin down): 6.314 / 6.731 eV

(3)
DFT (ωB97M-V/def2-TZVPD) results for a molecular structure, C13H36CuO15.

Last column: natural (NBO) charge in e.
CARTESIAN COORDINATES (ANGSTROEM)
Cu: -3.5196 -24.2876 18.3683  0.40
C: -1.1538 -20.6828 17.6719  0.91
O: 0.0556 -20.3917 17.6169  -0.76
O: -1.5563 -21.6700 17.0754  -0.72
O: -1.9261 -19.8257 18.2191  -0.82
C: -3.3449 -17.2124 22.3802  -0.09
C: -2.6152 -18.3573 23.1436  -0.09
O: -2.5999 -19.5476 22.3490  -0.71
O: -2.4997 -16.8128 21.3288  -0.73
H: -3.5859 -16.2584 22.8491  0.18
H: -4.2757 -17.5931 21.9598  0.17
H: -3.1517 -18.5620 24.0702  0.16
H: -1.6194 -18.1501 23.5355  0.17
H: -2.2769 -19.2885 21.4828  0.47
H: -2.3344 -17.5043 20.6837  0.48
C: -5.8823 -17.1609 17.3421  -0.09
C: -5.2993 -16.9535 15.8893  -0.09
O: -3.8529 -16.9362 16.0188  -0.73
O: -5.7385 -18.4556 17.8116  -0.71
H: -6.9528 -16.9743 17.4269  0.16
H: -5.3942 -16.4639 18.0233  0.16
H: -5.7867 -16.0731 15.4705  0.18
H: -5.6145 -17.8326 15.3271  0.16
H: -3.5552 -17.7345 16.4610  0.48
H: -4.7876 -18.5874 17.8083  0.47
C: 2.8993 -16.0321 17.1321  -0.09
C: 2.2162 -15.7714 18.4298  -0.10
O: 2.1831 -16.9420 19.2267  -0.72
O: 2.1559 -16.8183 16.2164  -0.71
H: 3.8498 -16.5102 17.3684  0.16
H: 3.0394 -15.1092 16.5693  0.17
H: 1.1924 -15.4311 18.2747  0.17
H: 2.7180 -14.9779 18.9837  0.17
H: 1.6069 -17.5410 18.7464  0.47
H: 1.9268 -17.6346 16.6666  0.47
C: 4.4768 -21.9049 18.8771  -0.10
C: 3.8593 -23.2162 19.4837  -0.08
O: 2.4685 -23.0530 19.6099  -0.73
O: 4.2719 -21.7186 17.5029  -0.70
H: 5.5198 -21.9079 19.1936  0.17
H: 4.1244 -21.0204 19.4078  0.17
H: 4.3199 -23.3787 20.4581  0.15
H: 3.9785 -24.1134 18.8763  0.17
H: 2.1895 -22.1932 19.2866  0.48
H: 3.3690 -21.3927 17.5192  0.48
C: -6.2845 -22.6742 14.6518  -0.10
C: -5.1723 -23.3778 13.8468  -0.08
O: -4.0364 -22.5570 13.6874  -0.74
O: -5.9517 -22.7574 16.0424  -0.76
H: -7.2314 -23.2141 14.6456  0.16
H: -6.3582 -21.6882 14.1930  0.18
H: -5.5188 -23.6933 12.8626  0.17
H: -4.7551 -24.2438 14.3606  0.17
H: -3.5399 -22.3863 14.4911  0.50
H: -6.0232 -21.9484 16.5541  0.49
C: -0.1543 -25.7685 15.4698  -0.09
C: -0.2148 -26.5214 16.8202  -0.09
O: -0.5108 -25.7285 18.0164  -0.74
O: 0.6758 -24.6425 15.6021  -0.73
H: -1.1980 -25.4713 15.3683  0.16
H: 0.0994 -26.4024 14.6202  0.18
H: 0.7972 -26.8835 17.0015  0.16
H: -0.9678 -27.3093 16.7978  0.17
H: 0.2553 -25.1602 18.1248  0.48
H: 0.2103 -23.9373 16.0577  0.50

Summary:
LUMO energy: 0.09 eV
2S+1: 1
HOMO: -3.109 eV
Charge: -1
Gap between HOMO and LUMO: 3.201 eV

Electronic energy values (in eV) by entry order: -58540.2498; -9106.7399; -89409.6166.
Energy above the lowest of the compared OMol25 structures with the same formula, charge and spin values (in kcal per mole) by entry order: 0.0; 18.0; 167.5.
Max |F| values (in eV/Å) by entry order: 0.50; 3.61; 5.07.